Entry from OMol25: C38H34N8O5PSSe5TeTl as an isolated structure (wB97M-V/def2-TZVPD).

Geometry as XYZ:
```
94
Properties=species:S:1:pos:R:3:forces:R:3
Tl 0.271 0.606 -0.839 -0.244 0.004 0.092
O -1.040 1.947 1.406 0.346 -0.319 -0.126
C -0.087 1.141 1.308 -0.478 0.408 -0.047
C 0.788 0.812 2.379 0.139 -0.172 0.130
C 0.767 1.739 3.477 0.036 -0.072 0.019
C 1.551 1.574 4.582 0.056 -0.081 0.015
C 2.380 0.439 4.719 -0.025 0.025 -0.008
C 2.375 -0.500 3.701 -0.025 0.096 0.006
C 1.636 -0.345 2.528 -0.011 0.102 -0.008
P 1.511 -1.751 1.385 0.057 0.031 0.038
C 3.218 -2.370 1.123 -0.035 -0.020 -0.049
C 4.383 -1.665 1.417 -0.012 -0.020 0.004
C 5.625 -2.154 1.028 -0.019 0.043 0.009
C 5.726 -3.360 0.352 -0.006 0.001 -0.006
C 4.571 -4.071 0.047 0.000 0.020 -0.006
C 3.332 -3.570 0.413 -0.007 0.028 -0.026
C 0.823 -3.004 2.552 -0.016 -0.020 -0.085
C -0.475 -2.744 2.999 -0.020 0.001 -0.004
C -1.125 -3.620 3.849 0.002 -0.009 0.017
C -0.494 -4.787 4.268 -0.003 0.013 -0.002
C 0.793 -5.056 3.831 0.002 -0.001 -0.002
C 1.446 -4.172 2.978 0.041 0.026 0.058
H 0.118 2.600 3.382 -0.002 -0.008 -0.023
H 1.527 2.322 5.368 -0.004 -0.003 0.003
H 2.977 0.285 5.609 -0.001 0.008 -0.005
H 2.945 -1.414 3.835 0.040 -0.009 -0.030
H 4.320 -0.713 1.927 -0.023 0.018 0.034
H 6.515 -1.575 1.244 0.000 -0.001 0.000
H 6.695 -3.734 0.045 -0.001 0.000 -0.001
H 4.633 -5.002 -0.505 -0.001 -0.002 0.000
H 2.430 -4.099 0.120 0.007 0.001 0.005
H -0.975 -1.838 2.672 0.001 -0.010 -0.018
H -2.132 -3.396 4.181 0.000 -0.002 0.001
H -1.004 -5.478 4.928 0.000 0.001 0.000
H 1.298 -5.959 4.153 0.000 0.002 0.001
H 2.457 -4.395 2.660 -0.017 0.000 -0.011
Se -0.631 -2.222 -0.955 0.046 -0.044 0.089
Se -2.366 -2.133 -2.505 0.010 -0.048 -0.093
Te -1.405 -0.711 -4.437 0.034 0.018 0.012
Se 0.601 0.487 -3.501 -0.027 -0.031 0.101
Se 4.036 3.576 -3.373 -0.011 0.033 -0.035
N 3.460 5.179 -2.762 -0.013 0.017 0.003
C 2.372 4.918 -2.034 -0.003 -0.023 -0.028
C 1.591 5.874 -1.367 0.001 0.000 0.013
C 0.489 5.439 -0.638 -0.003 0.011 0.000
C 0.179 4.087 -0.581 -0.039 0.009 0.042
N 0.882 3.133 -1.206 0.174 0.016 -0.058
C 1.966 3.514 -1.928 0.023 0.035 -0.009
N 2.724 2.632 -2.566 -0.064 0.062 -0.066
H 1.863 6.920 -1.429 0.002 0.002 -0.001
H -0.137 6.143 -0.103 -0.001 0.001 0.001
H -0.659 3.734 0.010 0.009 0.001 -0.012
Se 3.728 -0.500 -1.989 -0.033 -0.068 0.010
N 2.979 0.382 -0.654 0.048 -0.271 -0.124
C 3.868 1.253 -0.219 -0.081 0.150 0.116
C 3.624 2.197 0.828 -0.040 -0.066 -0.014
C 4.620 3.044 1.172 0.140 0.070 0.000
C 5.899 3.017 0.515 -0.081 0.057 0.094
C 6.165 2.148 -0.486 -0.005 -0.056 -0.038
C 5.143 1.232 -0.889 0.072 -0.036 0.055
N 5.271 0.341 -1.857 0.082 -0.022 -0.031
H 2.655 2.221 1.308 -0.010 -0.027 -0.015
H 4.444 3.769 1.957 0.044 0.026 -0.006
H 6.660 3.725 0.820 -0.026 0.022 0.028
H 7.116 2.136 -1.001 -0.007 -0.012 -0.014
C -7.120 -4.162 -2.443 -0.007 0.013 0.002
C -6.214 -2.986 -2.773 -0.029 -0.002 0.040
S -6.837 -1.503 -2.007 0.033 -0.015 -0.068
O -8.137 -1.204 -2.565 -0.020 -0.005 -0.002
O -6.718 -1.655 -0.575 -0.010 0.010 0.041
C -5.656 -0.292 -2.547 -0.052 0.045 0.009
C -5.603 0.934 -1.634 -0.017 -0.079 -0.063
N -4.263 1.494 -1.711 0.008 0.108 0.030
C -3.229 1.039 -0.964 -0.029 -0.103 -0.066
N -2.076 1.501 -1.414 0.078 0.135 0.066
C -2.340 2.282 -2.483 -0.017 -0.014 -0.070
C -3.691 2.290 -2.696 0.042 -0.017 0.051
N -4.397 2.917 -3.744 -0.012 -0.110 -0.116
O -3.767 3.629 -4.504 0.005 0.048 0.037
O -5.603 2.693 -3.856 0.004 0.036 0.038
C -3.388 0.125 0.194 -0.015 0.014 0.026
H -6.733 -5.066 -2.914 0.005 0.001 -0.001
H -8.133 -3.985 -2.803 -0.003 -0.006 -0.003
H -7.156 -4.324 -1.366 0.002 -0.003 0.000
H -6.170 -2.785 -3.845 0.009 0.000 -0.001
H -5.199 -3.122 -2.396 -0.001 0.005 -0.023
H -5.898 -0.025 -3.575 0.008 0.009 0.001
H -4.682 -0.795 -2.517 -0.014 -0.016 0.005
H -5.777 0.643 -0.600 0.009 -0.005 -0.002
H -6.330 1.682 -1.926 -0.009 0.003 0.021
H -1.559 2.758 -3.055 -0.007 0.027 0.023
H -3.733 0.682 1.067 0.007 0.005 0.018
H -2.419 -0.312 0.426 0.001 -0.006 -0.006
H -4.087 -0.682 -0.027 0.011 0.014 0.018
```
Positions in Å, forces in eV/Å.

Results
Energy above the lowest of the compared OMol25 structures with the same formula, charge and spin = 15.3 kcal/mol
2S+1 = 1
Net charge = -2
Orbital gap (alpha / beta) = 4.466 / 4.177 eV

Entry from OMol25: C5H11N as an isolated structure at a distorted geometry (wB97M-V/def2-TZVPD).

Geometry as XYZ:
```
17
Properties=species:S:1:pos:R:3:forces:R:3
C 1.418 1.345 0.148 -0.056 -0.426 0.080
N -0.391 0.398 -1.922 -0.015 -0.344 0.241
C -0.867 0.505 -0.596 0.842 1.309 0.405
C -0.007 0.919 0.460 -0.746 0.278 -1.105
H -0.995 -0.145 -2.525 0.022 0.019 0.020
H 0.555 0.050 -1.987 -0.003 0.034 0.000
H -1.898 0.844 -0.557 -0.033 -0.338 0.132
H -0.499 1.576 1.173 -0.061 -0.280 0.144
H 1.949 1.592 1.067 0.025 -0.020 -0.017
H 1.974 0.540 -0.339 0.053 0.042 0.025
H 1.449 2.217 -0.510 -0.089 -0.028 -0.010
C -0.878 -1.984 0.581 -0.371 0.848 -1.183
C -0.056 -1.657 1.495 0.709 1.632 -0.241
H 0.128 -0.234 1.226 -0.077 -1.392 0.428
H 0.581 -2.125 2.223 -0.177 -0.110 0.168
H -1.316 -2.883 0.175 -0.071 -0.054 0.172
H -1.148 -0.960 -0.111 0.048 -1.171 0.741
```
Positions in Å, forces in eV/Å.

Results
Energy above the lowest of the compared OMol25 structures with the same formula, charge and spin = 98.5 kcal/mol
2S+1 = 1
Net charge = 0
Orbital gap = 8.675 eV

Entry from OMol25: a 2-piece molecular cluster, CH6N2S2 overall at a distorted geometry (wB97M-V/def2-TZVPD).

Geometry as XYZ:
```
11
Properties=species:S:1:pos:R:3:forces:R:3
S 1.170 -1.840 -0.002 -0.147 -0.311 -0.090
S 0.500 -3.720 0.086 -0.077 0.363 -0.108
H 1.419 -1.861 -1.330 0.142 -0.071 0.007
H -0.098 -3.513 1.280 0.133 -0.134 0.103
N 0.310 1.432 0.837 0.591 -0.713 -0.757
C -0.772 1.527 -0.040 -1.002 0.620 -0.214
N -0.830 2.325 -1.010 0.546 0.364 -0.335
H 0.546 0.452 0.955 -0.186 0.222 0.644
H 1.143 1.879 0.459 -0.246 0.373 0.050
H -1.650 0.957 0.245 -0.017 -0.515 0.371
H -1.737 2.360 -1.481 0.263 -0.198 0.329
```
Positions in Å, forces in eV/Å.

Results
Energy above the lowest of the compared OMol25 structures with the same formula, charge and spin = 5.3 kcal/mol
2S+1 = 2
Net charge = +1
Orbital gap (alpha / beta) = 7.211 / 3.784 eV

Entry from OMol25: an isolated molecule of C6H9NO2 at a distorted geometry (wB97M-V/def2-TZVPD).

Geometry as XYZ:
```
18
Properties=species:S:1:pos:R:3:forces:R:3
C 1.775 -1.783 -0.172 -0.123 -0.665 -0.502
N 0.828 -0.798 0.155 -1.477 2.131 0.384
C 1.064 0.474 0.608 -3.544 -1.407 0.746
O 2.035 1.114 0.771 2.323 1.233 0.024
C -0.469 0.713 0.994 1.494 -1.426 -0.968
C -1.178 1.560 -0.025 1.016 1.402 1.391
C -1.260 0.613 -1.241 -2.781 2.346 0.572
O -1.405 -0.707 -0.726 -0.517 -0.243 -1.082
C -0.662 -0.787 0.379 2.904 -0.057 4.358
H 1.573 -2.656 0.487 0.746 0.275 -0.549
H 1.666 -2.036 -1.236 0.255 -0.396 0.285
H 2.736 -1.276 -0.031 0.125 -0.651 0.167
H -0.595 1.015 2.044 -0.171 -0.619 -0.354
H -0.489 2.466 -0.115 -1.176 -0.939 -0.624
H -2.123 1.920 0.435 0.233 -0.349 -0.811
H -2.261 0.879 -1.680 1.333 -0.597 -0.515
H -0.402 0.875 -1.845 0.138 -0.928 -0.585
H -0.834 -1.585 1.199 -0.779 0.891 -1.937
```
Positions in Å, forces in eV/Å.

Results
Energy above the lowest of the compared OMol25 structures with the same formula, charge and spin = 39.8 kcal/mol
2S+1 = 1
Structure (SMILES) = CN1C(=O)[C@H]2CCO[C@H]21
Net charge = 0
Orbital gap = 10.248 eV

Entry from OMol25: an isolated molecule of C4H8N2O at a distorted geometry (wB97M-V/def2-TZVPD).

Geometry as XYZ:
```
15
Properties=species:S:1:pos:R:3:forces:R:3
C 0.702 1.356 -0.509 -0.020 0.065 -0.036
C 0.624 -0.006 0.186 0.056 -0.038 -0.286
O 0.590 0.153 1.583 -0.195 0.035 0.148
C 1.832 -0.801 -0.138 0.788 -0.515 -0.386
N 2.750 -1.428 -0.456 -0.892 0.606 0.325
C -0.623 -0.820 -0.259 0.125 -0.180 -0.080
N -1.800 -0.305 0.431 -0.138 -0.049 -0.092
H 1.541 1.922 -0.099 -0.161 -0.033 -0.029
H -0.231 1.895 -0.313 0.162 -0.019 0.004
H 0.838 1.268 -1.592 -0.038 -0.099 0.158
H -0.353 0.319 1.776 0.149 -0.020 0.002
H -0.456 -1.859 0.030 -0.006 0.048 -0.017
H -0.736 -0.796 -1.350 0.152 0.048 0.184
H -2.308 -1.056 0.882 -0.024 0.197 -0.094
H -2.427 0.174 -0.204 0.042 -0.046 0.201
```
Positions in Å, forces in eV/Å.

Results
Energy above the lowest of the compared OMol25 structures with the same formula, charge and spin = 31.8 kcal/mol
2S+1 = 1
Structure (SMILES) = C[C@](O)(C#N)CN
Net charge = 0
Orbital gap = 10.957 eV

Entry from OMol25: a 2-piece molecular cluster, C18H35F5N2O7PS2 overall at a distorted geometry (wB97M-V/def2-TZVPD).

Geometry as XYZ:
```
70
Properties=species:S:1:pos:R:3:forces:R:3
C 3.529 -3.258 -1.475 -0.397 -0.067 -0.176
C 3.544 -1.829 -1.992 -0.161 0.098 0.207
O 4.635 -1.130 -1.411 0.123 -0.206 -0.267
C 5.071 0.018 -2.108 -0.006 0.279 0.154
C 4.370 1.294 -1.620 0.197 0.108 -0.206
C 3.034 1.608 -2.329 0.137 0.231 0.004
C 1.923 1.863 -1.295 0.165 -0.388 -0.001
C 0.627 1.861 -2.069 -0.192 0.111 0.078
S -0.819 1.876 -0.951 -0.078 0.995 0.689
O -0.527 1.048 0.190 0.005 -0.260 -0.435
O -1.240 3.234 -0.771 0.048 -0.518 -0.115
C -2.261 1.028 -1.845 0.273 0.083 -0.020
F -2.920 0.324 -0.903 -0.015 0.073 -0.045
F -3.049 1.978 -2.332 -0.084 -0.055 0.003
C -1.870 0.061 -2.982 -0.068 0.200 0.571
F -2.924 -0.582 -3.407 -0.838 -0.458 -0.278
F -0.984 -0.824 -2.532 0.413 -0.381 0.287
F -1.333 0.722 -3.983 0.365 0.505 -0.634
O 0.462 2.947 -2.955 0.131 -0.442 -0.474
S 1.742 3.899 -3.263 0.510 0.944 0.207
O 1.453 4.504 -4.521 -0.100 -0.291 0.444
O 1.965 4.699 -2.096 -0.094 -0.214 -0.230
C 3.122 2.744 -3.408 -0.627 -0.448 -0.027
P 3.209 2.222 -5.248 0.254 0.120 -0.207
N 4.802 1.566 -5.231 -0.314 -0.060 0.270
O 2.335 0.806 -5.222 0.010 -0.087 0.334
H 2.495 -3.614 -1.430 0.100 -0.017 -0.010
H 4.066 -3.938 -2.138 0.176 0.095 0.198
H 3.938 -3.306 -0.466 0.074 0.025 -0.068
H 2.599 -1.331 -1.717 0.061 0.006 -0.014
H 3.612 -1.811 -3.086 0.045 0.041 0.027
H 4.917 -0.103 -3.183 0.006 -0.153 -0.048
H 6.148 0.108 -1.939 -0.111 -0.079 0.094
H 4.202 1.154 -0.550 -0.006 0.084 -0.030
H 5.057 2.143 -1.714 -0.074 -0.033 0.004
H 2.722 0.698 -2.854 0.138 0.025 -0.036
H 1.904 1.007 -0.616 -0.015 0.143 0.018
H 2.075 2.782 -0.730 -0.067 -0.061 0.015
H 0.577 0.932 -2.640 -0.114 -0.034 0.110
H 3.980 3.400 -3.236 -0.026 0.045 0.017
H 5.275 1.616 -4.339 0.106 -0.059 -0.033
H 4.775 0.595 -5.527 0.186 0.081 -0.160
H 1.592 0.805 -4.608 -0.137 -0.003 -0.235
C -2.133 0.166 5.848 -0.049 -0.001 -0.092
C -3.578 -0.280 5.610 0.152 0.104 0.071
C -3.790 -1.726 5.185 -0.053 0.126 0.073
N -3.538 -2.120 3.745 -0.039 -0.256 -0.104
C -3.682 -3.609 3.689 -0.032 0.088 0.026
C -4.521 -1.482 2.788 0.043 0.226 -0.030
C -3.871 -0.191 2.313 0.043 0.073 0.054
C -2.356 -0.462 2.363 -0.063 0.006 0.055
C -2.174 -1.722 3.217 0.117 0.061 -0.098
H -1.612 0.434 4.931 0.018 -0.034 0.001
H -2.121 1.050 6.482 -0.008 0.004 0.006
H -1.559 -0.610 6.358 -0.003 0.008 0.029
H -4.092 0.412 4.944 -0.052 -0.017 0.005
H -4.107 -0.200 6.562 -0.047 -0.070 -0.010
H -4.828 -2.005 5.367 0.007 -0.051 -0.019
H -3.162 -2.383 5.788 0.056 0.015 -0.025
H -4.682 -3.877 4.022 0.005 -0.024 0.015
H -2.936 -4.058 4.338 -0.006 -0.022 0.004
H -3.530 -3.936 2.664 -0.007 -0.013 -0.009
H -4.648 -2.178 1.962 -0.015 -0.024 0.007
H -5.473 -1.349 3.296 -0.016 -0.059 0.004
H -4.139 0.643 2.956 -0.003 0.000 0.004
H -4.209 0.071 1.313 -0.005 -0.076 -0.029
H -1.818 0.392 2.766 0.012 -0.015 0.017
H -1.952 -0.631 1.369 -0.001 -0.007 -0.011
H -1.491 -1.616 4.055 -0.039 0.016 0.044
H -1.826 -2.549 2.603 -0.012 -0.038 0.029
```
Positions in Å, forces in eV/Å.

Results
2S+1 = 1
Net charge = +1
Orbital gap = 8.327 eV